# 1
ORCA calculation (wB97M-V/def2-TZVPD) on 8 unconnected molecules or ions with the total composition C25H70N6O10 at a distorted geometry.

```
111
Properties=species:S:1:pos:R:3:forces:R:3:mulliken_charge:R:1
O -0.11733 0.38245 0.18269 5.08 3.14 -3.91 1.660
H -0.42133 0.07245 0.93969 -3.32 -3.95 6.45 0.137
H -0.39733 1.28545 0.17469 -0.73 3.35 0.02 0.299
H -0.44333 0.07945 -0.64031 -1.52 -2.68 -2.94 -0.380
C -1.54433 2.95245 1.10469 -2.17 -3.65 -1.57 0.481
O -2.01033 1.80545 1.50569 0.80 2.60 1.02 -0.726
O -1.89633 4.11345 1.62769 2.40 1.77 -2.34 -0.452
O -0.97233 3.03545 0.02669 2.82 0.02 -1.82 -0.881
H -2.35733 3.78445 2.30269 -3.51 -1.00 5.14 0.290
C 3.47267 4.16445 -0.44631 4.93 2.49 -1.49 -1.920
C 2.26067 4.74245 -0.90631 -0.98 3.92 -2.92 1.378
C 1.47767 3.99045 -1.99931 1.74 -0.75 -0.32 -0.213
O 2.28567 3.64345 -3.18131 -0.63 1.41 0.59 -0.322
C 2.20467 4.60245 -4.21131 -1.35 1.72 -2.68 -0.762
N 1.38467 5.11745 0.18069 9.79 -2.56 4.40 -0.818
H 3.42967 3.26845 -0.03331 -0.66 -5.43 0.25 0.275
H 3.86867 4.47645 0.50169 -0.08 2.19 0.53 0.582
H 4.36367 4.34545 -1.16531 -1.53 -1.02 1.01 0.236
H 2.52667 5.78245 -1.49531 -0.37 -2.13 1.56 0.117
H 0.60667 4.52945 -2.27531 -0.76 0.91 -0.52 0.503
H 1.08267 3.08245 -1.59631 0.05 -0.93 0.23 -0.346
H 2.17467 5.72845 -4.05031 0.39 -1.17 1.33 0.304
H 1.19967 4.58745 -4.84031 1.66 -0.84 1.08 0.239
H 3.05267 4.55745 -4.95831 -0.82 -0.75 0.99 0.285
H 0.78267 5.50745 -0.26931 -9.58 6.74 -5.79 0.333
H 0.93867 4.34245 0.46669 -1.82 -3.71 1.79 0.121
C 4.65067 -3.67455 0.94669 -6.91 7.40 -1.60 -1.720
C 3.98167 -3.13555 2.28869 0.94 0.11 -3.25 -0.068
C 3.19867 -1.82555 2.10969 1.08 -1.63 1.64 0.061
O 4.19667 -0.89555 1.82469 -1.95 1.91 -1.92 -0.460
C 3.56567 0.40645 1.49969 0.09 -1.25 4.64 -1.003
N 3.27767 -4.23755 2.78769 -3.48 -0.11 2.82 -0.506
H 3.88767 -4.12055 0.30869 0.04 -0.37 0.24 0.253
H 5.38667 -4.20655 1.12369 6.77 -5.66 1.80 0.751
H 5.05967 -2.82455 0.34569 -0.29 -0.36 0.55 0.268
H 4.74067 -2.86055 2.95469 1.57 0.65 0.93 0.523
H 2.70067 -1.62855 3.06269 0.07 0.33 0.52 0.461
H 2.39167 -1.85155 1.43569 -0.85 -0.16 -1.63 -0.128
H 3.60767 0.90845 2.48169 -0.40 0.20 -0.31 0.475
H 2.61067 0.63945 1.07969 -1.33 -1.65 -0.25 0.095
H 4.14067 0.95645 0.91269 3.40 1.90 -2.69 0.582
H 2.64067 -3.89455 3.59369 1.31 -1.03 -1.48 0.187
H 3.89267 -4.93255 3.17969 0.15 -0.11 0.10 0.244
C 0.07667 0.08445 3.63069 -2.86 0.54 1.01 -1.756
C -0.51733 -1.31055 3.38669 1.11 -0.14 -0.49 1.583
C -1.43033 -1.85655 4.45369 3.20 5.91 4.38 -1.239
O -0.60833 -2.09455 5.70369 -1.89 0.75 -0.88 -0.380
C -1.52933 -2.26455 6.78669 1.77 -0.23 1.42 -0.689
N -1.24833 -1.20655 2.16169 -1.32 6.32 1.28 -0.018
H 0.34167 0.26345 4.62469 1.43 -0.52 1.77 0.629
H -0.70733 0.89045 3.64969 0.14 -0.86 -1.05 0.337
H 0.83767 0.37245 2.96869 1.07 0.15 -0.96 0.145
H 0.37467 -2.02855 3.21069 -1.52 0.83 0.41 -0.884
H -1.71733 -2.74255 4.27069 -2.58 -6.45 -2.12 0.701
H -2.30833 -1.21955 4.79369 1.05 -0.29 -0.96 0.438
H -1.97433 -3.28555 6.80369 -0.35 0.73 -0.46 0.276
H -2.27933 -1.40955 6.84269 0.84 -1.20 0.11 0.298
H -0.83933 -2.32255 7.70669 -1.24 0.60 -1.07 0.230
H -2.20133 -0.72155 2.18369 2.02 0.15 0.90 0.246
H -1.51533 -1.86855 1.60169 -0.59 -6.09 -3.25 -0.106
C 0.46867 0.96245 -3.33731 3.10 -3.40 -0.92 -1.280
C -0.19633 -0.43455 -3.36931 0.49 0.27 3.17 -0.091
C 0.82767 -1.58155 -3.29931 0.41 -2.04 -2.63 -0.315
O 1.71467 -1.30055 -2.28731 1.63 0.36 1.11 -0.104
C 2.92867 -2.12355 -2.11831 -1.36 0.60 -0.97 -1.207
N -1.17933 -0.62455 -2.17331 6.62 -8.19 0.10 -0.568
H 1.09167 0.99745 -4.30931 -0.38 -0.04 1.70 0.281
H 1.10567 0.99945 -2.43331 -0.07 0.29 -0.76 0.134
H -0.11533 1.78845 -3.42131 -2.32 2.11 0.13 0.401
H -0.86433 -0.42555 -4.15331 -0.81 -0.69 -2.49 0.876
H 1.51567 -1.61855 -4.39131 -2.20 -0.28 2.71 0.281
H 0.21067 -2.65955 -3.06231 1.75 2.60 -1.00 0.078
H 3.37067 -1.87155 -1.08831 -0.05 0.06 -2.20 0.259
H 3.47367 -2.30955 -3.12531 0.03 1.52 1.74 0.307
H 2.53567 -3.08555 -2.04531 -0.59 -2.12 0.78 0.546
H -1.74033 -1.46455 -2.45431 0.65 0.95 0.80 0.368
H -1.66833 0.07645 -2.33331 -6.61 8.25 -1.13 -0.152
C 0.23667 -3.57355 -0.14431 0.48 1.11 -0.23 0.001
C 0.01067 -4.39455 1.13469 6.31 -3.82 -9.32 0.287
C -1.24333 -4.97055 1.37469 -2.92 -2.54 -6.15 -1.380
O -2.12533 -3.89355 1.13669 -2.13 -1.33 3.59 -0.204
C -3.29933 -4.17455 1.96369 -1.01 2.43 -4.72 -1.160
N 1.17567 -5.40455 1.05769 -3.23 2.76 -2.62 -0.633
H -0.46233 -2.74655 -0.15831 -0.28 0.26 -0.41 0.008
H -0.02633 -4.29255 -0.96231 0.52 0.81 0.39 0.558
H 1.29767 -3.03455 -0.34331 -2.37 -1.87 0.90 -0.767
H 0.07367 -4.06255 1.97969 2.00 5.88 8.98 0.600
H -1.18133 -5.51755 2.24869 -0.81 -0.52 2.55 0.545
H -1.59933 -5.73555 0.56869 0.87 0.57 1.09 0.359
H -4.03033 -3.57155 1.44569 -0.36 1.65 0.33 0.333
H -3.35933 -3.92855 2.95169 0.88 0.52 2.74 0.416
H -3.92833 -4.96955 1.70469 0.49 -2.99 -0.09 0.442
H 0.82867 -6.24655 1.27469 -0.83 -3.98 1.15 0.205
H 1.99567 -5.13755 1.47769 1.97 0.78 1.64 0.281
C -3.75233 1.63145 -4.03331 -0.21 3.36 0.17 -1.962
C -3.21033 2.73945 -3.08231 0.54 -3.49 -2.19 0.911
C -4.24733 3.68445 -2.74331 -4.92 -1.55 -0.12 -1.506
O -5.03533 4.11845 -3.81931 -0.51 2.85 -1.55 -0.364
C -5.79833 5.39645 -3.55931 0.70 -3.64 0.07 -0.893
N -2.60633 1.98845 -2.00731 -3.20 -0.84 2.90 -0.185
H -3.07133 0.96345 -4.41831 1.80 -1.47 -0.48 0.386
H -4.27433 2.08345 -4.83531 -0.32 0.60 -1.19 0.554
H -4.51933 1.18645 -3.51831 -1.70 -1.72 1.50 0.484
H -2.42833 3.27345 -3.58031 0.67 0.45 -0.46 0.227
H -3.82033 4.38445 -2.20931 2.37 4.58 2.30 0.777
H -5.06633 3.40745 -2.05431 0.66 -1.42 0.58 0.422
H -6.68633 5.15745 -3.02631 -0.76 -0.47 0.91 0.335
H -6.16233 5.81645 -4.44231 0.09 0.41 -1.83 0.295
H -5.25033 6.08245 -3.00731 1.35 1.24 0.94 0.359
H -3.42533 1.77245 -1.27131 1.83 -0.08 -2.22 0.292
H -2.12533 2.56145 -1.36131 1.44 1.13 0.43 -0.088
```
Forces are in eV/Å.

Energy relative to the best compared isomer or geometry (same formula, charge and spin), eV: 0.997
Orbital gap, eV: 9.25
Spin multiplicity: 1
HOMO, eV: -8.71
Net charge: 0

---

# 2
ORCA calculation (wB97M-V/def2-TZVPD) on 3 unconnected molecules or ions with the total composition C2H9NO4 at a distorted geometry.

```
16
Properties=species:S:1:pos:R:3:forces:R:3:nbo_charge:R:1
O -1.39922 0.97619 1.79308 0.21 0.59 -0.29 -0.648
C -1.82218 1.33665 0.69506 -0.26 -1.35 1.78 0.505
N -1.79255 0.47169 -0.33106 -0.08 0.25 -0.98 -0.626
C -1.25315 -0.88307 -0.19285 0.52 0.02 -1.06 0.093
O 0.04114 -0.94437 0.30905 0.85 -0.03 0.26 -0.735
H -2.36184 2.28864 0.63072 0.22 0.09 -0.76 0.144
H -2.07656 0.76675 -1.25465 0.05 0.02 0.19 0.404
H -1.96504 -1.53278 0.33318 0.21 0.26 0.12 0.172
H -1.03378 -1.25773 -1.20928 -1.07 0.06 0.25 0.196
H 0.20854 -0.35380 1.04732 -0.54 -0.02 0.39 0.499
H 2.93664 1.42911 1.26878 -0.24 0.11 0.09 0.476
H 1.49203 1.49980 0.69082 -0.05 0.21 0.25 0.471
O 2.38741 1.21155 0.51056 0.28 -0.29 -0.33 -0.946
H 1.65404 -1.67231 -0.93630 -0.74 -0.35 0.21 0.482
H 2.84451 -1.34190 -1.64981 0.47 -0.08 -0.55 0.462
O 2.14000 -1.99441 -1.70462 0.15 0.52 0.41 -0.948
```
Forces are in eV/Å.

Energy relative to the best compared isomer or geometry (same formula, charge and spin), eV: 0.997
Orbital gap, eV: 11.05
Spin multiplicity: 1
SMILES string: O=CNCO.O.O
HOMO, eV: -10.52
Net charge: 0

---

# 3
ORCA calculation (wB97M-V/def2-TZVPD) on 2 unconnected molecules or ions with the total composition C4H12S at a distorted geometry.

```
17
Properties=species:S:1:pos:R:3:forces:R:3:nbo_charge:R:1
C 4.20072 -0.71832 -0.47396 0.47 -0.20 -0.62 -0.621
C 4.30994 -2.14315 0.05445 -0.68 -0.29 0.93 -0.613
H 5.07312 -0.19949 -0.04837 -0.89 0.60 -0.05 0.210
H 4.25956 -0.59505 -1.55752 0.49 -0.49 -0.10 0.205
H 3.21206 -0.30412 -0.30677 0.14 0.43 0.78 0.209
H 5.28233 -2.32861 0.50061 0.27 -0.15 -0.33 0.203
H 4.04916 -2.94979 -0.61894 0.12 -0.01 -0.40 0.206
H 3.62546 -2.27233 0.90821 0.08 0.11 -0.21 0.201
C -1.50510 1.05561 1.50336 0.27 -0.33 -0.91 -0.725
C -3.05208 -0.29654 -0.76395 0.07 1.34 0.36 -0.723
S -2.19905 1.25110 -0.21173 -0.05 0.13 0.22 0.126
H -2.06375 1.39556 2.36693 -0.84 -0.15 -0.24 0.212
H -1.16150 0.03037 1.64540 0.06 0.14 0.07 0.217
H -0.65284 1.72872 1.47299 0.31 -0.18 -0.10 0.226
H -2.39868 -0.96942 -1.30058 0.28 -0.44 0.56 0.216
H -3.77345 0.03268 -1.50903 -0.14 0.24 0.11 0.227
H -3.60370 -0.64177 0.09868 0.04 -0.75 -0.07 0.223
```
Forces are in eV/Å.

Energy relative to the best compared isomer or geometry (same formula, charge and spin), eV: 0.739
Orbital gap, eV: 9.41
Spin multiplicity: 1
SMILES string: CSC.CC
HOMO, eV: -8.52
Net charge: 0

---

# 4
ORCA calculation (wB97M-V/def2-TZVPD) on 2 unconnected molecules or ions with the total composition C3H8NOPS at a distorted geometry.

```
15
Properties=species:S:1:pos:R:3:forces:R:3:nbo_charge:R:1
C -0.18161 -0.72888 0.71887 -1.83 0.50 1.28 -0.317
C 1.29031 0.72826 0.29119 -1.45 -0.74 1.07 -0.279
C 1.13561 -0.38394 1.38868 2.91 0.45 0.30 0.087
N 0.39370 -0.15832 -0.48305 -1.12 1.43 -1.67 -0.255
O 1.38152 0.15953 2.69346 -0.67 -0.19 -0.39 -0.722
P -1.74932 -0.12933 -3.06687 -0.07 -0.03 -1.35 0.209
S -1.36483 1.19996 -1.59317 1.00 -0.33 1.23 -0.168
H -0.51326 -1.76921 0.64815 0.30 0.05 -0.20 0.209
H -1.09173 -0.16553 1.15969 1.52 -0.41 -0.65 0.218
H 0.80666 1.63983 0.67986 -0.09 -0.28 -0.15 0.208
H 2.23205 1.00464 -0.14084 0.46 -0.24 -0.38 0.208
H 1.92617 -1.15317 1.12036 -1.03 0.51 0.67 0.169
H 1.09390 -0.37438 3.44807 -0.03 -0.24 -0.61 0.480
H -3.02529 -0.60103 -2.79487 -0.54 -0.34 0.53 -0.040
H -2.33389 0.73156 -4.06954 0.64 -0.12 0.32 -0.006
```
Forces are in eV/Å.

Energy relative to the best compared isomer or geometry (same formula, charge and spin), eV: 3.067
Orbital gap (alpha / beta), eV: 7.43 / 7.97
Spin multiplicity: 1
HOMO (alpha / beta), eV: -8.82 / -8.68
Net charge: 0